(1)
Formula: C3H5Cl3
Source: OMol25
Level of theory: ωB97M-V/def2-TZVPD

Structure (XYZ):
```
11
Properties=species:S:1:pos:R:3:forces:R:3
C -0.245135 0.116791 0.936190 3.8 -0.1 0.2
C -0.392194 -0.605543 -1.408556 -1.2 -0.3 -0.7
C -0.860191 0.349286 -0.338246 1.2 0.7 -0.9
Cl -0.836507 -2.370943 -0.982050 -0.1 1.1 -0.3
Cl -2.351342 1.148369 -0.351671 0.5 -0.5 -0.5
Cl 0.676519 2.275926 -1.574149 -1.0 -1.3 0.8
H 0.906802 0.441032 0.899590 -2.4 -0.4 -0.2
H -0.668267 0.674274 1.754543 -0.3 -0.5 0.4
H -0.076243 -1.009421 0.918576 -0.7 1.2 1.1
H -0.893093 -0.325416 -2.325177 0.1 -0.4 -0.3
H 0.675217 -0.665578 -1.555574 0.1 0.5 0.3
```
Positions in Å, forces in eV/Å.

The calculation puts the HOMO energy (alpha / beta) at -9.555 / -9.557 eV.

List of Mulliken charges in e, atom by atom: number 1, C, carries -0.8312; number 2, C, carries -0.5515; number 3, C, carries 0.3484; number 4, Cl, carries -0.1785; number 5, Cl, carries -0.0401; number 6, Cl, carries -0.4591; number 7, H, carries 0.2707; number 8, H, carries 0.4091; number 9, H, carries 0.2796; number 10, H, carries 0.3860; number 11, H, carries 0.3666

(2)
Formula: C3H5Cl3O2
Source: OMol25
Level of theory: ωB97M-V/def2-TZVPD

Structure (XYZ):
```
13
Properties=species:S:1:pos:R:3:forces:R:3
C 0.236770 2.191610 0.503721 0.7 1.2 -1.3
C 0.769578 0.903101 -0.046013 -0.7 0.9 -1.9
C -0.824811 -0.972758 1.777157 -0.9 4.1 -0.5
O 0.482688 0.575186 -1.158103 -0.3 -0.9 0.4
O 0.140225 -1.545772 2.325020 0.3 -2.4 0.3
Cl 2.296688 0.329814 0.587156 0.3 -0.5 0.9
Cl -1.243500 -2.690943 -4.880536 0.4 0.4 0.5
Cl -1.956564 -1.967716 1.000713 -0.5 -1.2 -0.3
H -0.207135 2.344409 1.467532 -0.4 -0.7 0.4
H -0.304378 2.726041 -0.345585 0.4 -1.0 1.3
H 1.216657 2.660935 0.563723 0.0 0.9 0.2
H -0.544091 -2.055954 -3.979650 -0.4 -0.3 -0.5
H -0.062126 -2.497953 2.184865 1.1 -0.6 0.5
```
Positions in Å, forces in eV/Å.

The calculation puts the HOMO energy at -9.504 eV.

List of Mulliken charges in e, atom by atom: number 1, C, carries -0.7824; number 2, C, carries 0.5616; number 3, C, carries 0.0416; number 4, O, carries -0.4556; number 5, O, carries -0.1316; number 6, Cl, carries -0.1850; number 7, Cl, carries -0.2653; number 8, Cl, carries -0.1454; number 9, H, carries 0.2854; number 10, H, carries 0.2703; number 11, H, carries 0.2926; number 12, H, carries 0.2648; number 13, H, carries 0.2490

(3)
Formula: C3H5Cl4NOS
Source: OMol25
Level of theory: ωB97M-V/def2-TZVPD

Structure (XYZ):
```
15
Properties=species:S:1:pos:R:3:forces:R:3
C -1.742861 0.531532 0.625237 -1.7 0.0 1.9
C -1.225792 1.930150 -1.249658 1.6 0.0 -0.2
C 3.559626 -1.888345 0.209299 -1.0 0.2 0.0
N -0.598865 -1.982306 0.663642 -0.1 -0.6 0.7
O -2.148393 1.529807 -0.209218 0.0 0.8 0.1
S -1.523538 -1.122262 -0.274092 -0.5 1.1 0.3
Cl -0.187441 0.945503 1.420980 0.2 0.0 0.3
Cl 3.539548 -2.341431 -1.473577 0.1 0.2 0.7
Cl 4.148751 -0.305191 0.561016 0.1 -0.4 -0.1
Cl 2.102652 -2.307971 1.093839 1.4 0.0 -0.6
H -0.801809 0.894606 -1.550451 -0.4 2.2 -0.7
H -0.287801 2.649554 -0.962544 -2.4 -1.8 0.0
H -1.838355 2.548263 -1.984324 0.8 -1.4 0.7
H -0.441066 -1.548998 1.583903 -0.1 -0.1 -0.4
H -2.554655 0.467088 1.545947 2.0 -0.1 -2.6
```
Positions in Å, forces in eV/Å.

The calculation puts the HOMO energy (alpha / beta) at -8.347 / -8.750 eV.

List of Mulliken charges in e, atom by atom: number 1, C, carries -0.0693; number 2, C, carries -0.5410; number 3, C, carries 0.2835; number 4, N, carries -0.4700; number 5, O, carries -0.3331; number 6, S, carries 0.1428; number 7, Cl, carries -0.1608; number 8, Cl, carries -0.1102; number 9, Cl, carries -0.1094; number 10, Cl, carries -0.0457; number 11, H, carries 0.3143; number 12, H, carries 0.2217; number 13, H, carries 0.2075; number 14, H, carries 0.3095; number 15, H, carries 0.3603

(4)
Formula: C3H5ClF2
Source: OMol25
Level of theory: ωB97M-V/def2-TZVPD

Structure (XYZ):
```
11
Properties=species:S:1:pos:R:3:forces:R:3
C 1.260658 0.545915 -0.136602 0.7 2.4 -1.6
C 0.062750 -0.008869 0.627688 0.4 -3.6 -2.1
C -1.102018 -0.705649 -0.310629 5.2 -2.9 1.9
F -0.459432 0.947471 1.354778 -1.9 2.7 1.3
F -1.909296 -1.417650 0.468949 -1.0 -0.9 1.4
Cl -2.176070 0.439025 -1.235160 -3.6 3.9 -3.3
H 1.371389 0.418052 -1.279134 -0.5 -0.5 1.9
H 2.203967 0.326099 0.342832 0.2 -0.7 0.0
H 1.301940 1.708028 -0.068822 -0.7 -1.8 0.1
H 0.221480 -0.804280 1.392474 0.8 0.1 -0.8
H -0.775373 -1.448142 -1.156369 0.3 1.4 1.1
```
Positions in Å, forces in eV/Å.

The calculation puts the HOMO energy (alpha / beta) at -4.609 / -11.382 eV. Its multiplicity is 3. As for the expectation value of S²: 2.0045.

List of Mulliken charges in e, atom by atom: number 1, C, carries -1.0373; number 2, C, carries 0.3294; number 3, C, carries -0.2396; number 4, F, carries -0.2758; number 5, F, carries -0.2574; number 6, Cl, carries -0.0435; number 7, H, carries 0.2846; number 8, H, carries 0.3069; number 9, H, carries 0.3000; number 10, H, carries 0.2349; number 11, H, carries 0.3978

(5)
Formula: C3H5ClFN
Source: OMol25
Level of theory: ωB97M-V/def2-TZVPD

Structure (XYZ):
```
11
Properties=species:S:1:pos:R:3:forces:R:3
F -0.495917 1.685904 0.060236 0.4 -0.8 0.0
C -0.049207 0.371035 -0.008486 -1.4 0.8 -0.6
Cl -1.478351 -0.670255 -0.060069 -0.3 -0.1 -0.4
C 1.053466 0.082647 -1.018419 1.1 0.5 -0.1
N 1.743262 -0.691437 0.037072 1.5 0.0 -0.2
C 0.902068 -0.105326 1.031458 -0.1 2.0 2.3
H 1.610440 1.074117 -1.182897 -0.7 -1.5 -0.2
H 0.907208 -0.549221 -1.891916 -0.4 0.7 -0.3
H 1.630990 -1.684493 -0.027237 -0.2 -0.3 -0.3
H 1.332357 0.848096 1.472779 0.0 -1.2 -0.2
H 0.473436 -0.717379 1.821483 0.2 -0.1 0.0
```
Positions in Å, forces in eV/Å.

The calculation puts the HOMO energy at -9.468 eV. Its SMILES is FC1(Cl)CNC1.

List of Mulliken charges in e, atom by atom: number 1, F, carries -0.2969; number 2, C, carries 0.8942; number 3, Cl, carries -0.2148; number 4, C, carries -0.5943; number 5, N, carries -0.4513; number 6, C, carries -0.7573; number 7, H, carries 0.2095; number 8, H, carries 0.3275; number 9, H, carries 0.3083; number 10, H, carries 0.2159; number 11, H, carries 0.3594

(6)
Formula: C3H5ClFNO
Source: OMol25
Level of theory: ωB97M-V/def2-TZVPD

Structure (XYZ):
```
12
Properties=species:S:1:pos:R:3:forces:R:3
C -1.001446 -0.326284 2.371194 0.8 0.3 1.9
N 0.025649 0.092820 1.762969 -1.1 -0.6 -1.1
O -0.312626 -0.051423 0.377977 0.1 0.6 1.0
C 0.801527 0.049093 -0.444614 0.8 0.9 -0.8
C 0.188456 0.173245 -1.817606 3.0 0.6 -0.9
F 1.090499 -0.314909 -2.799046 -0.8 -0.3 1.0
Cl -0.115074 1.791412 -2.340263 -0.6 0.9 0.1
H -1.877274 -0.710479 1.895886 -0.4 -0.1 -0.5
H -0.960549 -0.311704 3.468981 0.0 0.1 -0.5
H 1.330064 -0.884516 -0.473584 0.6 -0.6 0.2
H 1.497305 0.893986 -0.233784 -0.6 -0.6 0.2
H -0.666530 -0.401241 -1.768110 -2.0 -1.2 -0.7
```
Positions in Å, forces in eV/Å.

The calculation puts the HOMO energy at -10.283 eV. Its SMILES is C=NOC[C@H](F)Cl.

List of Mulliken charges in e, atom by atom: number 1, C, carries -0.2738; number 2, N, carries -0.4703; number 3, O, carries -0.0969; number 4, C, carries -0.3804; number 5, C, carries 0.2282; number 6, F, carries -0.2724; number 7, Cl, carries -0.1634; number 8, H, carries 0.2903; number 9, H, carries 0.3023; number 10, H, carries 0.2693; number 11, H, carries 0.3001; number 12, H, carries 0.2672

(7)
Formula: C3H5ClN2
Source: OMol25
Level of theory: ωB97M-V/def2-TZVPD

Structure (XYZ):
```
11
Properties=species:S:1:pos:R:3:forces:R:3
C -0.241622 1.757270 -0.980976 -0.3 -0.1 -1.1
C -0.523599 0.459603 -0.913528 -1.4 0.2 0.9
Cl -2.077654 -0.232379 -0.314996 0.8 0.9 -0.4
C 0.287347 -0.623172 -1.316011 -0.1 0.5 0.0
N 0.726677 -1.581906 -1.747604 0.9 -1.0 -0.3
H 0.741790 2.035111 -1.377474 -0.4 0.0 0.3
H -1.033447 2.522084 -0.961513 0.6 -0.5 0.6
N 0.371747 -1.172823 2.012458 0.2 -1.8 -1.9
H 1.123930 -1.220244 2.674066 0.0 0.9 0.3
H 0.727088 -1.633579 1.136599 -0.7 0.8 1.2
H -0.102257 -0.309965 1.788979 0.6 0.1 0.5
```
Positions in Å, forces in eV/Å.

The calculation puts the HOMO energy at -9.685 eV. Its SMILES is C=C(Cl)C#N.N.

List of Mulliken charges in e, atom by atom: number 1, C, carries -0.6009; number 2, C, carries 0.3051; number 3, Cl, carries -0.1260; number 4, C, carries 0.1868; number 5, N, carries -0.3598; number 6, H, carries 0.2881; number 7, H, carries 0.2774; number 8, N, carries -0.6116; number 9, H, carries 0.2080; number 10, H, carries 0.2210; number 11, H, carries 0.2119

(8)
Formula: C3H5ClN2O2
Source: OMol25
Level of theory: ωB97M-V/def2-TZVPD

Structure (XYZ):
```
13
Properties=species:S:1:pos:R:3:forces:R:3
N 0.301677 1.744706 0.657996 2.0 2.8 -4.2
C -0.719737 1.047918 0.024064 -2.0 -1.1 1.8
C -0.960280 -0.292967 -0.423196 -2.4 3.5 1.8
Cl -2.866910 -0.390756 -0.209278 1.9 -0.8 -0.7
C -0.255276 -1.502713 0.044245 -0.3 -0.9 3.0
O -0.687769 -2.381180 0.782290 -1.0 0.2 -1.4
N 1.067736 -1.481412 -0.133423 1.6 -0.5 0.4
O 1.595917 -0.256199 -0.511254 0.2 -0.7 -2.0
H -0.084898 2.856131 0.661638 2.0 -3.9 0.0
H 1.282898 1.589043 -0.013778 -3.3 0.8 3.1
H -1.659129 1.639309 0.322985 1.1 -1.3 -1.3
H 1.759546 -2.145800 0.192676 -0.6 0.1 0.3
H 1.226222 -0.426077 -1.394960 1.0 1.9 -0.8
```
Positions in Å, forces in eV/Å.

The calculation puts the HOMO energy at -8.978 eV. Its SMILES is N/C=C(/Cl)C(=O)NO.

List of Mulliken charges in e, atom by atom: number 1, N, carries -0.5103; number 2, C, carries 0.0041; number 3, C, carries -0.3459; number 4, Cl, carries -0.2396; number 5, C, carries 0.7328; number 6, O, carries -0.6059; number 7, N, carries -0.1790; number 8, O, carries -0.4505; number 9, H, carries 0.3221; number 10, H, carries 0.3540; number 11, H, carries 0.2648; number 12, H, carries 0.2231; number 13, H, carries 0.4304